# 1
Entry from the Open Molecules 2025 dataset: a molecular structure, C30H36Br2N8ReS (wB97M-V/def2-TZVPD).

Properties
LUMO energy (spin up / spin down)   -0.485 / -0.494 hartree
Total charge   +4
Spin multiplicity   2

Element x y z (Å)
Re1 -0.40 -0.37 -0.82
Br1 0.66 6.89 1.20
C1 0.21 5.08 1.08
C2 -1.00 4.63 1.61
C3 -1.34 3.29 1.52
C4 -0.48 2.40 0.89
C5 0.71 2.85 0.34
C6 1.06 4.19 0.44
N1 -0.79 0.99 0.83
C7 -1.43 0.46 1.81
C8 -1.74 -0.96 1.77
C9 -2.29 -1.60 2.86
C10 -2.45 -2.99 2.83
C11 -2.02 -3.68 1.70
C12 -1.50 -2.97 0.63
N2 -1.38 -1.63 0.63
H1 -1.66 5.33 2.11
H2 -2.28 2.96 1.95
H3 1.40 2.16 -0.14
H4 2.01 4.54 0.04
H5 -1.67 1.03 2.70
H6 -2.57 -1.03 3.74
H7 -2.87 -3.52 3.67
H8 -2.09 -4.76 1.64
H9 -1.14 -3.49 -0.24
C13 3.46 1.59 -4.59
C14 3.14 1.01 -3.24
C15 4.14 0.66 -2.33
C16 3.82 0.08 -1.11
C17 2.49 -0.09 -0.85
Br2 1.74 -0.90 0.69
N3 1.49 0.25 -1.67
C18 1.82 0.77 -2.87
H10 4.49 1.92 -4.64
H11 2.82 2.45 -4.81
H12 3.31 0.85 -5.37
H13 5.18 0.82 -2.58
H14 4.58 -0.22 -0.40
H15 1.02 1.00 -3.55
C19 -3.98 0.40 -0.88
N4 -3.32 1.70 -0.92
C20 -4.04 2.76 -0.18
C21 -2.26 1.95 -1.69
N5 -1.33 0.91 -1.92
N6 -2.03 3.10 -2.27
C22 -3.09 4.05 -2.68
C23 -0.68 3.50 -2.72
H16 -5.04 0.54 -1.10
H17 -3.90 -0.05 0.11
H18 -3.57 -0.25 -1.64
H19 -4.26 2.36 0.81
H20 -4.98 3.02 -0.66
H21 -3.41 3.64 -0.08
H22 -0.97 0.98 -2.87
H23 -4.06 3.57 -2.67
H24 -2.87 4.36 -3.70
H25 -3.09 4.93 -2.03
H26 -0.57 3.32 -3.79
H27 0.08 2.97 -2.14
H28 -0.57 4.56 -2.54
N7 -2.41 -2.97 -2.68
C24 -1.12 -3.17 -2.89
S1 0.15 -2.05 -2.37
N8 -0.68 -4.20 -3.56
C25 -1.48 -5.25 -4.15
C26 -1.10 -6.57 -3.91
C27 -1.83 -7.59 -4.49
C28 -2.92 -7.31 -5.30
C29 -3.28 -5.99 -5.55
C30 -2.56 -4.95 -4.98
H29 -2.73 -2.21 -2.11
H30 -3.08 -3.67 -3.00
H31 0.32 -4.33 -3.61
H32 -0.25 -6.79 -3.28
H33 -1.54 -8.62 -4.31
H34 -3.49 -8.11 -5.75
H35 -4.11 -5.77 -6.21
H36 -2.79 -3.92 -5.25


# 2
Entry from the Open Molecules 2025 dataset: a molecular structure, C30H36Cl3N2O3Zr (wB97M-V/def2-TZVPD).

Properties
LUMO energy   -0.390 hartree
Relative energy (zero: lowest compared OMol25 entry of this formula, charge and spin)   0.0 kJ/mol
Total charge   +3
Spin multiplicity   1

Element x y z (Å)
Zr1 -0.43 -0.78 -0.26
C1 -0.25 -4.39 -1.50
C2 0.01 -3.53 -0.31
C3 1.24 -2.87 -0.14
C4 1.51 -2.12 1.01
C5 0.54 -1.97 2.00
C6 -0.70 -2.61 1.84
C7 -0.96 -3.36 0.69
H1 -0.07 -5.43 -1.22
H2 0.42 -4.15 -2.33
H3 -1.28 -4.32 -1.83
H4 2.01 -2.94 -0.91
H5 2.47 -1.63 1.11
H6 0.74 -1.39 2.89
H7 -1.47 -2.49 2.59
H8 -1.93 -3.83 0.57
C8 -3.08 2.50 -0.24
C9 -2.89 2.14 1.22
C10 -3.93 2.37 2.12
C11 -3.76 2.15 3.47
C12 -2.54 1.71 3.96
C13 -1.48 1.44 3.11
C14 -0.15 1.05 3.71
C15 -1.68 1.63 1.73
N1 -0.60 1.26 0.82
C16 0.21 2.18 0.42
C17 0.10 3.62 0.76
C18 1.38 1.71 -0.42
C19 2.31 2.72 -0.95
N2 1.48 0.43 -0.56
C20 2.76 -0.09 -1.03
C21 2.81 -0.78 -2.25
C22 1.58 -0.99 -3.08
C23 4.04 -1.26 -2.68
C24 5.18 -1.08 -1.91
C25 5.10 -0.42 -0.70
C26 3.89 0.10 -0.23
C27 3.88 0.79 1.11
H9 -4.09 2.23 -0.57
H10 -2.36 2.04 -0.91
H11 -3.01 3.58 -0.36
H12 -4.86 2.76 1.74
H13 -4.58 2.36 4.16
H14 -2.40 1.59 5.03
H15 -0.25 0.14 4.30
H16 0.18 1.82 4.40
H17 0.63 0.91 2.97
H18 -0.68 3.80 1.49
H19 -0.12 4.19 -0.14
H20 1.05 3.99 1.15
H21 1.74 3.51 -1.46
H22 3.02 2.28 -1.65
H23 2.87 3.21 -0.15
H24 1.17 -0.06 -3.49
H25 0.78 -1.49 -2.51
H26 1.80 -1.66 -3.91
H27 4.10 -1.78 -3.63
H28 6.13 -1.46 -2.26
H29 5.99 -0.29 -0.10
H30 4.52 0.25 1.82
H31 2.89 0.88 1.55
H32 4.31 1.80 1.03
C28 -3.73 -1.43 0.18
O1 -2.50 -0.71 0.50
H33 -4.42 -0.75 -0.31
H34 -4.16 -1.81 1.11
H35 -3.48 -2.24 -0.49
H36 -2.72 0.10 1.03
Cl1 -1.66 0.97 -4.74
C29 -2.31 -0.39 -3.85
Cl2 -2.17 -1.88 -4.76
Cl3 -3.99 -0.09 -3.36
C30 -1.58 -0.54 -2.52
O2 -1.03 0.44 -1.94
O3 -1.52 -1.66 -1.91


# 3
Entry from the Open Molecules 2025 dataset: a molecular structure, C30H36CoOPSb2Se4 at a distorted geometry (wB97M-V/def2-TZVPD).

Properties
LUMO energy (spin up / spin down)   0.080 / 0.049 hartree
Relative energy (zero: lowest compared OMol25 entry of this formula, charge and spin)   235.7 kJ/mol
Total charge   -1
Spin multiplicity   4

Element x y z (Å)
Co1 1.53 1.19 0.07
C1 2.20 -0.47 -3.25
C2 1.40 0.71 -2.77
C3 0.04 0.78 -3.01
C4 -0.72 1.87 -2.59
C5 -2.20 1.92 -2.88
C6 -0.09 2.90 -1.90
C7 1.28 2.87 -1.64
C8 1.98 4.10 -1.11
C9 2.02 1.77 -2.09
H1 1.89 -1.38 -2.73
H2 3.26 -0.32 -3.06
H3 2.06 -0.63 -4.32
H4 -0.45 -0.03 -3.54
H5 -2.78 1.49 -2.06
H6 -2.43 1.36 -3.78
H7 -2.54 2.95 -3.01
H8 -0.66 3.76 -1.56
H9 2.98 3.85 -0.74
H10 1.42 4.55 -0.29
H11 2.07 4.84 -1.90
H12 3.11 1.81 -2.06
Se1 -0.67 5.76 1.55
Sb1 -0.04 4.12 3.41
Se2 2.02 1.34 4.08
Se3 1.36 2.36 2.04
Se4 -2.28 3.17 3.56
C10 4.02 -2.24 -0.49
Sb2 3.49 -0.40 0.51
C11 5.24 0.66 -0.12
C12 4.30 -1.01 2.37
H13 5.08 -2.42 -0.33
H14 3.82 -2.20 -1.56
H15 3.46 -3.07 -0.06
H16 6.13 0.20 0.31
H17 5.17 1.69 0.21
H18 5.34 0.65 -1.21
H19 5.18 -1.61 2.17
H20 3.56 -1.57 2.93
H21 4.53 -0.11 2.94
O1 -0.28 0.17 0.05
P1 -1.40 -0.72 0.47
C13 -2.89 0.23 0.75
C14 -4.11 -0.36 1.07
C15 -5.21 0.43 1.34
C16 -5.09 1.82 1.32
C17 -3.87 2.41 1.04
C18 -2.77 1.62 0.75
C19 -1.07 -1.56 2.01
C20 -1.20 -2.94 2.19
C21 -0.94 -3.51 3.42
C22 -0.54 -2.70 4.48
C23 -0.40 -1.34 4.31
C24 -0.66 -0.75 3.08
C25 -1.69 -1.97 -0.80
C26 -2.86 -2.11 -1.53
C27 -2.93 -2.99 -2.60
C28 -1.81 -3.73 -2.96
C29 -0.63 -3.59 -2.25
C30 -0.56 -2.71 -1.18
H22 -4.20 -1.44 1.14
H23 -6.16 -0.03 1.60
H24 -5.94 2.44 1.56
H25 -3.76 3.48 1.08
H26 -1.80 2.07 0.56
H27 -1.52 -3.56 1.36
H28 -1.05 -4.58 3.56
H29 -0.32 -3.15 5.44
H30 -0.06 -0.70 5.12
H31 -0.54 0.32 2.97
H32 -3.73 -1.52 -1.27
H33 -3.85 -3.08 -3.16
H34 -1.86 -4.41 -3.80
H35 0.25 -4.15 -2.54
H36 0.37 -2.59 -0.64